95
Properties=species:S:1:pos:R:3:forces:R:3 method="wB97M-V/def2-TZVPD" homo_ev=-9.8 homo_lumo_gap_ev=8.599 relative_energy_kcal_mol=0.00 charge=0
Y -0.47372 -0.16597 -0.03045 1.69 0.33 -0.04
O -0.26671 -0.76794 -2.31691 -0.06 -0.01 0.56
C -0.22583 -1.01913 -3.50684 -0.06 -0.29 -0.29
O -1.20932 -1.46747 -4.20134 -0.08 -0.02 0.25
B -0.77036 -1.64981 -5.64305 -0.38 -0.26 -0.43
O 0.66641 -1.33141 -5.59371 0.15 0.19 0.08
C 1.01941 -0.87717 -4.41200 -0.10 -0.02 -0.33
O 2.07400 -0.43087 -4.07592 0.07 -0.01 0.22
O -1.54296 -0.75529 -6.48705 0.24 0.15 -0.06
C -2.07894 -1.44893 -7.50429 0.07 -0.04 0.37
O -2.70608 -1.00013 -8.40497 -0.10 0.07 -0.16
C -1.76610 -2.94077 -7.23073 -0.17 0.12 -0.08
O -1.03112 -2.99825 -6.11714 0.24 0.13 0.27
O -2.14791 -3.86178 -7.87398 0.00 -0.23 -0.10
O 6.04513 -2.58705 5.28988 0.16 -0.06 0.04
C 4.92701 -2.19685 5.22507 -0.34 0.10 -0.07
O 3.99429 -2.61609 4.35361 -0.08 0.16 -0.28
B 2.76618 -1.87364 4.56465 0.46 -0.38 0.70
O 3.00030 -0.97042 5.67565 -0.35 -0.02 -0.02
C 4.26076 -1.09209 6.09231 0.60 -0.08 -0.24
O 4.82043 -0.44549 6.91690 -0.24 0.04 0.18
O 2.32223 -1.09081 3.36332 -0.05 0.19 -0.33
C 1.15301 -1.47857 2.99661 0.15 -0.14 0.15
O 0.51642 -1.04094 2.05663 -0.47 0.34 -0.39
C 0.69831 -2.64196 3.91197 -0.26 -0.01 -0.23
O 1.63787 -2.82917 4.78451 0.02 0.13 0.19
O -0.33069 -3.24939 3.76812 0.05 0.05 -0.01
O 3.27401 6.83684 2.14771 -0.04 0.02 -0.09
C 2.48949 6.06880 2.60478 0.17 -0.06 0.20
O 1.60811 5.33275 1.92156 -0.14 -0.21 -0.06
B 0.83308 4.51836 2.85925 0.17 0.96 0.05
O 1.34429 4.78170 4.17458 -0.06 -0.17 0.00
C 2.33335 5.68989 4.10208 0.03 -0.10 -0.16
O 2.98641 6.09300 5.00491 -0.02 0.08 0.10
O 0.92805 3.07039 2.45088 -0.06 -0.27 0.04
C -0.21742 2.69079 2.02000 -0.07 0.17 -0.01
O -0.45929 1.63437 1.45909 0.05 -0.46 -0.34
C -1.26071 3.80711 2.22788 -0.02 -0.06 -0.17
O -0.62301 4.82857 2.72713 -0.07 -0.22 0.08
O -2.41296 3.69780 1.91106 -0.01 0.06 0.04
N -2.42550 -0.49543 1.34201 -0.97 -0.07 0.17
C -2.50057 -1.48278 2.23591 0.34 -0.90 0.74
C -3.45709 -1.58138 3.22798 -0.68 0.46 0.04
C -4.46317 -0.62702 3.26599 -0.04 0.10 -0.22
C -4.42681 0.39375 2.32799 -0.21 -0.21 0.03
C -3.41494 0.41255 1.39550 0.31 0.68 0.18
H -1.75799 -2.27102 2.25041 0.22 0.30 -0.28
H -3.43395 -2.37567 3.95901 0.19 -0.14 -0.13
H -5.28296 -0.65281 3.97264 0.18 -0.12 0.16
H -5.18106 1.16722 2.31853 0.05 0.05 -0.04
H -3.34095 1.26928 0.74191 -0.02 -0.11 -0.12
N -0.97018 -2.57587 -0.10919 0.09 -0.41 -0.34
C -2.13182 -3.05208 -0.56317 -0.78 0.00 0.24
C -2.56534 -4.34521 -0.35001 0.09 -0.20 -0.33
C -1.74648 -5.24175 0.31949 0.00 0.19 -0.05
C -0.50547 -4.78454 0.73223 -0.29 -0.15 -0.19
C -0.17566 -3.46577 0.48003 0.68 -0.36 0.59
H -2.83121 -2.36451 -1.02359 0.23 0.12 -0.10
H -3.51501 -4.67385 -0.74943 -0.06 0.15 0.07
H -2.10819 -6.24703 0.48862 0.23 -0.06 0.10
H 0.21151 -5.40592 1.24754 -0.06 -0.06 0.03
H 0.79002 -3.14075 0.84254 -0.06 0.30 -0.17
N 1.87034 -0.94709 -0.38416 0.32 -0.32 0.06
C 2.84061 -0.36348 0.32486 -0.03 0.54 0.21
C 4.17216 -0.71090 0.26284 0.16 -0.10 -0.07
C 4.55059 -1.74092 -0.58235 -0.09 0.46 -0.38
C 3.56427 -2.32852 -1.36034 0.41 -0.26 0.19
C 2.25643 -1.92837 -1.20419 -0.27 -0.32 -0.22
H 2.55376 0.45444 0.97410 -0.11 -0.13 0.09
H 4.89216 -0.15481 0.84558 0.00 -0.09 0.09
H 5.59335 -2.00052 -0.70424 -0.03 -0.15 0.10
H 3.81200 -3.10367 -2.07199 -0.09 -0.03 0.02
H 1.48632 -2.46249 -1.74812 -0.07 0.24 -0.04
N -2.06625 1.06582 -1.33811 -0.62 0.28 -0.47
C -2.94412 0.37131 -2.07140 -0.31 -0.47 0.38
C -4.06972 0.91041 -2.65364 -0.16 -0.03 0.21
C -4.33018 2.25874 -2.45995 0.15 0.08 -0.46
C -3.41384 3.00302 -1.73996 -0.09 0.09 -0.03
C -2.30173 2.37432 -1.22292 0.47 0.50 0.21
H -2.78945 -0.69625 -2.14310 0.22 0.05 -0.18
H -4.73426 0.23947 -3.17881 -0.04 0.18 -0.18
H -5.16833 2.75355 -2.93384 -0.15 -0.15 0.15
H -3.55286 4.06201 -1.57790 0.05 0.01 -0.01
H -1.54424 2.96033 -0.71641 -0.10 -0.10 0.18
N 0.87597 1.83107 -1.23967 -0.12 0.05 -0.16
C 1.77181 2.59595 -0.61227 0.10 0.22 0.68
C 2.47242 3.63728 -1.19500 0.16 -0.21 -0.29
C 2.28473 3.87383 -2.54551 -0.33 0.25 0.05
C 1.35480 3.09862 -3.22360 0.24 0.20 0.07
C 0.68360 2.11310 -2.53349 -0.19 -0.20 -0.28
H 1.91091 2.42027 0.44730 0.01 -0.08 -0.09
H 3.16194 4.22616 -0.60749 -0.07 0.01 0.08
H 2.77899 4.70009 -3.04036 0.13 -0.12 -0.02
H 1.14679 3.26865 -4.27011 -0.04 -0.07 -0.01
H -0.06157 1.53615 -3.06049 -0.04 -0.08 0.09

72
Properties=species:S:1:pos:R:3:forces:R:3 method="wB97M-V/def2-TZVPD" homo_ev=-10.2 homo_lumo_gap_ev=6.655 relative_energy_kcal_mol=29.51 charge=+1
Sn 0.37000 0.06760 -0.53209 -0.84 -0.43 0.74
Cl 1.72170 0.92534 6.59738 0.00 0.00 -0.03
C 1.79224 0.80899 4.86846 0.00 -0.05 0.03
C 2.65259 -0.10677 4.26535 0.00 0.02 -0.01
C 2.68917 -0.21274 2.89095 -0.02 -0.05 -0.05
C 1.84731 0.55366 2.07080 0.00 -0.21 0.02
O 1.93790 0.38519 0.75104 0.28 0.21 -0.12
C 0.99203 1.47794 2.69788 0.08 0.25 -0.14
C 0.11177 2.36094 1.95195 0.03 -0.04 0.08
N -0.39739 2.04884 0.82594 0.31 0.10 -0.16
C -1.25252 2.91610 0.13422 -0.02 -0.11 0.08
C -2.14806 3.77817 0.70845 -0.08 0.04 0.03
C -3.00313 4.56534 -0.09092 0.07 0.00 0.02
C -2.95315 4.48135 -1.45205 0.01 -0.02 0.00
C -2.03813 3.59836 -2.07387 -0.01 0.06 -0.06
C -1.91697 3.48508 -3.47676 -0.04 0.05 0.03
C -0.99263 2.63676 -4.01075 0.08 -0.01 0.01
C -0.20246 1.86624 -3.14366 -0.05 0.04 0.03
N -0.29700 1.92566 -1.82866 -0.18 -0.32 -0.09
C -1.19680 2.80170 -1.27640 0.09 -0.04 -0.04
C 0.99590 1.61238 4.09082 0.03 0.07 0.01
H 3.29132 -0.72681 4.88036 0.00 0.01 -0.01
H 3.36776 -0.90276 2.40556 -0.02 -0.02 0.03
H -0.09402 3.33738 2.40073 -0.12 -0.06 0.06
H -2.21429 3.84592 1.78710 -0.03 -0.04 -0.01
H -3.69772 5.24177 0.38822 -0.01 -0.02 0.00
H -3.60855 5.07938 -2.07209 0.02 0.01 0.01
H -2.55736 4.08575 -4.11126 0.01 -0.02 0.00
H -0.86400 2.53271 -5.07849 0.01 0.00 0.02
H 0.52566 1.17792 -3.54854 -0.07 -0.02 -0.04
H 0.33136 2.32819 4.55988 0.04 0.02 -0.01
I -1.37166 -3.42950 -4.25775 -0.03 -0.03 -0.02
C 0.36280 -2.29581 -4.20935 0.01 0.01 0.03
C 1.24278 -2.29947 -5.31186 0.01 0.03 0.09
C 2.39863 -1.56613 -5.31095 -0.04 -0.03 0.01
I 3.66169 -1.67252 -6.96099 0.04 0.02 -0.06
C 2.71694 -0.75813 -4.18844 0.05 0.03 -0.02
C 3.86225 0.05741 -4.05921 0.00 -0.02 -0.03
C 4.06182 0.80636 -2.92955 -0.02 0.00 0.01
C 3.10382 0.77527 -1.91089 0.02 -0.03 -0.05
N 2.02210 0.02479 -2.00777 0.22 0.13 0.13
C 1.81625 -0.75686 -3.10553 0.07 -0.04 0.11
C 0.62537 -1.54988 -3.07618 0.07 -0.03 -0.04
O -0.11236 -1.49731 -2.00421 0.03 0.38 -0.32
H 0.99146 -2.90301 -6.17354 0.00 -0.02 0.02
H 4.58305 0.08357 -4.86640 0.00 -0.01 0.01
H 4.94176 1.42226 -2.81402 -0.01 0.01 0.00
H 3.21271 1.35147 -1.00160 -0.01 0.00 -0.01
C -3.12540 0.30191 4.61258 0.01 0.04 0.02
C -3.89017 0.27887 3.45521 0.02 0.04 -0.05
C -3.34187 -0.20873 2.27712 0.01 0.05 0.05
C -2.02231 -0.67612 2.24013 -0.34 -0.17 0.17
C -1.26267 -0.63100 3.41258 -0.08 -0.09 0.05
C -1.81167 -0.15019 4.59062 0.00 0.01 0.01
Si -1.46352 -1.49066 0.69112 1.10 1.29 -0.81
C -0.54913 -3.07804 0.72664 -0.24 -0.38 0.07
C 0.48298 -3.33422 1.63417 -0.03 0.01 -0.01
C 1.08544 -4.58067 1.67470 0.02 -0.03 -0.01
C 0.66562 -5.58382 0.80951 0.05 0.00 0.00
C -0.35075 -5.33995 -0.10212 0.00 0.05 -0.03
C -0.95291 -4.09095 -0.14736 0.02 -0.09 0.05
H -3.55309 0.67229 5.53574 0.00 -0.03 0.00
H -4.91662 0.62240 3.47337 0.02 0.01 0.00
H -3.95322 -0.23769 1.38122 0.01 -0.02 0.02
H -0.23247 -0.96689 3.41579 -0.03 -0.07 0.02
H -1.21794 -0.13926 5.49684 0.00 0.03 -0.02
H -2.32830 -1.21605 -0.46596 -0.49 -0.46 0.21
H 0.82857 -2.56026 2.31053 -0.02 -0.01 0.01
H 1.87685 -4.77528 2.38718 0.01 0.01 -0.03
H 1.13917 -6.55672 0.84322 -0.02 0.01 0.02
H -0.67903 -6.12225 -0.77445 0.02 0.02 -0.01
H -1.73945 -3.90482 -0.86969 0.02 0.00 0.01

70
Properties=species:S:1:pos:R:3:forces:R:3 method="wB97M-V/def2-TZVPD" homo_ev=-7.7 homo_lumo_gap_ev=6.933 charge=0
Au -0.93995 2.06573 -0.54224 0.02 0.19 -0.27
O 0.31503 2.46029 -3.10952 -0.04 -0.03 0.72
C 0.55065 2.38935 -1.92637 -0.83 -0.04 -0.89
C 1.94097 2.50360 -1.42741 0.76 0.08 0.16
C 2.86415 3.02947 -2.33385 -0.20 0.03 -0.12
C 4.20675 3.12259 -2.02643 0.02 -0.08 -0.01
C 4.64616 2.66628 -0.79562 -0.05 -0.01 -0.06
C 3.73895 2.15207 0.11623 0.04 0.12 0.11
C 2.37403 2.08167 -0.16019 -0.11 -0.01 -0.22
P 1.21234 1.32597 1.05173 0.50 0.07 0.72
C 0.43759 2.79833 1.83966 0.02 -0.11 -0.17
C 0.80681 4.11572 1.59145 -0.02 -0.05 0.00
C 0.13969 5.15047 2.22412 0.05 0.15 0.04
C -0.89867 4.88605 3.10362 -0.01 -0.02 0.04
C -1.25392 3.57299 3.37437 -0.05 0.13 0.12
C -0.58783 2.53713 2.74659 -0.02 -0.13 -0.12
C 2.43616 0.96593 2.39201 -0.39 -0.18 -0.11
C 2.80338 1.89023 3.36421 -0.05 -0.08 -0.09
C 3.73103 1.54609 4.32899 0.13 0.05 0.10
C 4.29525 0.28134 4.33435 0.03 -0.08 0.05
C 3.94148 -0.64208 3.36356 0.11 -0.09 -0.02
C 3.00671 -0.30376 2.40147 -0.10 0.14 -0.02
H 2.48666 3.35457 -3.29408 0.05 -0.02 -0.02
H 4.90774 3.51167 -2.75060 0.01 0.09 -0.03
H 5.69633 2.70351 -0.54035 0.03 0.01 0.02
H 4.11129 1.81295 1.07062 0.02 -0.01 -0.02
H 1.61294 4.32702 0.90289 0.05 0.05 -0.05
H 0.44630 6.17135 2.04632 -0.03 0.08 -0.08
H -1.42729 5.69927 3.57978 0.00 0.05 0.05
H -2.03781 3.36020 4.08659 -0.10 -0.03 0.01
H -0.85523 1.50770 2.95184 -0.07 -0.07 0.06
H 2.36789 2.87923 3.36162 0.02 0.05 0.04
H 4.03251 2.27484 5.06714 -0.03 0.03 0.12
H 4.99867 0.00787 5.10530 0.15 0.00 0.05
H 4.40626 -1.61784 3.34925 -0.03 -0.09 0.05
H 2.71268 -1.01457 1.63820 0.03 -0.08 0.00
F 0.71903 -6.37641 -4.51070 -0.07 0.07 0.10
C 0.31395 -5.31220 -3.78342 -0.06 0.10 0.03
C -0.65840 -4.47601 -4.29910 0.17 -0.25 -0.09
C -1.03189 -3.36337 -3.56630 -0.06 0.07 0.02
C -0.46897 -3.10030 -2.32526 -0.04 0.68 0.23
C 0.49628 -3.96709 -1.83071 -0.06 0.03 0.04
C 0.89392 -5.08099 -2.55010 0.04 -0.18 -0.14
Sb -0.82292 -1.18652 -1.31695 -0.34 -0.69 -0.29
C -1.76526 -2.04567 0.43695 0.29 0.40 -0.53
C -0.98474 -2.74067 1.34711 0.05 -0.01 0.03
C -1.54383 -3.31349 2.47534 -0.13 -0.11 0.18
C -2.90265 -3.16926 2.68343 0.00 0.05 -0.06
F -3.46209 -3.72200 3.78163 0.06 0.03 -0.10
C -3.70293 -2.46294 1.80659 -0.04 -0.12 0.25
C -3.11844 -1.89294 0.68913 -0.11 0.06 0.03
C -2.69633 -0.83408 -2.33304 0.62 -0.15 0.31
C -3.64445 -1.84368 -2.42948 -0.13 -0.09 -0.04
C -4.86909 -1.61392 -3.03015 -0.16 0.01 -0.07
C -5.13061 -0.35120 -3.53193 0.09 0.09 0.01
F -6.33077 -0.11050 -4.10255 0.16 -0.04 0.06
C -4.19861 0.66783 -3.46909 -0.35 -0.04 -0.14
C -2.97639 0.40966 -2.87164 0.07 0.16 0.00
H -1.09743 -4.68822 -5.26185 0.00 -0.04 -0.10
H -1.77551 -2.69203 -3.97330 0.01 -0.01 -0.09
H 0.95275 -3.77396 -0.86911 0.11 -0.03 0.06
H 1.65209 -5.75436 -2.17917 0.04 -0.07 0.02
H 0.07937 -2.83516 1.18272 0.14 -0.06 0.04
H -0.94793 -3.86545 3.18502 0.05 -0.05 0.10
H -4.76086 -2.36902 1.99678 -0.09 0.02 0.08
H -3.73615 -1.32644 0.00730 -0.08 -0.01 0.02
H -3.42645 -2.82504 -2.02727 -0.05 -0.05 0.01
H -5.61391 -2.39228 -3.10710 -0.07 -0.02 -0.02
H -4.43221 1.63787 -3.88045 -0.03 0.07 -0.05
H -2.23423 1.19661 -2.82860 0.04 0.10 -0.04